Entry 1:
Here is a structure of composition C29H38GaN2O2P3 from the Open Molecules 2025 dataset. Energies are from ωB97M-V with the def2-TZVPD basis set.

CARTESIAN COORDINATES (ANGSTROEM)
Ga  -0.028  0.455  -1.423
P  2.057  -0.642  -1.442
C  2.225  -0.950  -3.193
C  1.049  -1.235  -3.896
N  -0.146  -0.902  -3.274
C  -1.309  -1.407  -3.695
C  -1.353  -2.250  -4.816
C  -0.205  -2.441  -5.592
C  0.977  -1.858  -5.175
C  -2.547  -1.021  -2.889
P  -2.280  0.540  -1.960
H  1.899  -1.919  -5.746
H  -2.312  -2.644  -5.133
H  -0.247  -3.017  -6.519
H  -3.410  -0.896  -3.555
H  -2.819  -1.781  -2.137
H  3.158  1.729  -3.974
H  3.188  -1.073  -3.688
H  1.252  3.104  -2.432
O  2.738  2.591  -3.948
H  1.981  2.527  -4.555
H  0.457  1.937  0.550
O  0.375  3.361  -2.125
H  0.623  3.956  -1.401
C  -2.451  1.805  -3.223
H  -3.382  1.698  -3.785
H  -2.429  2.775  -2.721
H  -1.610  1.728  -3.916
C  -3.582  0.803  -0.755
H  -3.442  1.765  -0.245
H  -4.569  0.804  -1.237
H  -3.549  0.008  -0.005
C  2.146  -2.401  -0.936
H  2.995  -2.822  -1.501
H  2.334  -2.554  0.133
H  1.225  -2.904  -1.268
C  3.511  0.165  -0.711
H  3.434  0.161  0.384
H  4.420  -0.380  -1.003
H  3.564  1.205  -1.062
N  -0.028  1.063  0.432
P  -0.072  0.383  1.922
C  -1.414  -0.756  2.042
C  -2.534  -0.414  2.814
C  -3.613  -1.288  2.861
C  -3.588  -2.465  2.104
C  -2.508  -2.756  1.266
C  -1.420  -1.890  1.212
C  1.474  -0.349  2.419
C  1.659  -1.735  2.432
C  2.918  -2.264  2.713
C  3.966  -1.431  3.115
C  3.767  -0.046  3.160
C  2.531  0.495  2.809
C  -0.320  1.698  3.117
C  -0.265  1.265  4.458
C  -0.491  2.166  5.496
C  -0.760  3.506  5.204
C  -0.796  3.945  3.879
C  -0.581  3.050  2.823
H  -2.555  0.538  3.347
H  -4.461  -1.044  3.501
H  -4.416  -3.170  2.183
H  -2.495  -3.661  0.658
H  -0.592  -2.063  0.517
H  0.807  -2.382  2.249
H  3.069  -3.342  2.656
H  4.920  -1.861  3.436
H  4.572  0.612  3.501
H  2.371  1.574  2.862
H  -0.057  0.214  4.682
H  -0.460  1.801  6.522
H  -0.944  4.200  6.022
H  -0.995  4.995  3.668
H  -0.628  3.392  1.787

Atomic forces in eV per Å
Ga 0.2 -1.0 0.1
P 1.3 -0.9 -2.2
C 0.0 1.0 -0.3
C 0.0 0.6 0.7
N 0.4 0.4 1.1
C -0.2 -1.1 -1.4
C -1.3 0.9 1.2
C 1.2 0.7 0.2
C -0.2 -0.5 -0.4
C -0.1 -0.2 0.3
P -0.5 -0.1 -1.3
H -0.2 -0.2 0.0
H 0.1 -0.1 0.1
H 0.0 0.2 0.3
H 0.1 0.0 0.2
H 0.2 0.0 -0.3
H 0.1 -0.3 -0.1
H -0.2 -0.1 0.4
H 0.5 -0.1 -0.8
O -0.8 0.3 0.3
H 0.5 0.0 0.0
H 0.3 0.5 -0.2
O 0.1 -0.7 0.8
H -0.4 0.1 -0.1
C 0.0 0.4 -0.1
H 0.1 0.0 0.2
H 0.1 0.0 -0.3
H -0.1 0.1 0.0
C -0.2 -0.1 0.4
H 0.1 -0.2 -0.2
H 0.3 0.0 0.0
H -0.1 0.1 0.0
C -0.2 -0.2 0.8
H -0.4 0.3 0.1
H -0.3 0.0 -0.3
H 0.4 0.1 0.1
C -0.1 0.2 0.0
H 0.0 0.0 -0.3
H -0.3 0.2 0.0
H 0.1 -0.3 0.1
N -0.3 -0.1 0.5
P 0.1 1.4 0.2
C -0.5 -0.1 -0.6
C 0.2 -0.2 -0.2
C 0.0 -0.1 -0.1
C 0.0 0.0 0.2
C 0.1 0.0 -0.1
C -0.3 0.2 0.2
C 0.5 -0.5 0.3
C 0.2 0.2 0.0
C 0.1 -0.1 0.3
C -0.2 0.0 -0.1
C -0.1 0.1 0.1
C 0.1 -0.1 -0.1
C -0.1 0.2 0.6
C 0.0 0.3 0.0
C 0.0 -0.2 -0.2
C 0.1 -0.2 -0.1
C 0.1 -0.1 -0.1
C 0.0 -0.5 0.3
H 0.0 -0.4 0.0
H 0.2 -0.2 -0.3
H 0.2 0.2 -0.1
H -0.1 0.2 0.2
H -0.2 -0.2 0.3
H 0.3 -0.1 -0.1
H 0.0 0.3 0.2
H -0.4 0.2 -0.3
H -0.3 -0.2 -0.1
H 0.1 -0.3 0.0
H 0.0 0.4 0.0
H 0.0 0.2 -0.2
H 0.1 -0.1 -0.3
H 0.0 -0.3 0.0
H -0.1 0.0 0.3

Summary:
Charge: +2
Highest occupied orbital energy in eV: -11.760
E_LUMO in eV: -6.6
DFT total energy in eV: -117994.9935

***

Entry 2:
Here is a cluster of 2 separate species, C4H8O2 in total from the Open Molecules 2025 dataset. Energies are from ωB97M-V with the def2-TZVPD basis set.

CARTESIAN COORDINATES (ANGSTROEM)
C  -1.278  -1.132  -0.039
C  -0.145  -0.649  0.809
C  1.138  -0.743  0.487
O  1.275  1.489  -1.193
C  0.151  1.762  -0.501
O  -0.955  1.787  -0.974
H  -2.070  -0.386  -0.122
H  -1.711  -2.021  0.427
H  -0.945  -1.401  -1.045
H  -0.417  -0.342  1.819
H  1.943  -0.462  1.160
H  1.458  -1.187  -0.452
H  0.990  1.249  -2.090
H  0.429  2.075  0.511

Atomic forces in eV per Å
C 0.0 -0.1 -0.1
C 0.1 -0.7 0.4
C 0.1 -0.5 0.2
O -0.3 0.1 -0.3
C 0.1 0.9 -0.4
O 0.5 -0.2 0.3
H 0.1 0.0 0.0
H -0.1 0.0 -0.1
H 0.0 0.0 0.1
H 0.1 0.3 -0.2
H -0.2 0.1 0.0
H -0.1 0.2 0.0
H 0.1 0.0 0.0
H -0.2 -0.1 0.0

Summary:
Highest occupied orbital energy in eV: -9.632
SMILES: C=CC.O=CO
E_LUMO in eV: 0.9
DFT total energy in eV: -8371.8763

***

Entry 3:
Here is a cluster of 2 separate species, C6H9NO3 in total from the Open Molecules 2025 dataset. Energies are from ωB97M-V with the def2-TZVPD basis set.

CARTESIAN COORDINATES (ANGSTROEM)
C  -0.933  2.799  -0.022
O  0.212  1.956  0.009
C  -0.061  0.636  -0.022
C  -0.787  -0.124  1.111
C  -1.240  -1.436  0.492
N  0.091  -1.485  -0.226
C  0.615  -0.480  0.782
C  -0.009  -0.305  -1.166
O  -0.047  -0.254  -2.359
H  -0.567  3.830  -0.043
H  -1.536  2.603  -0.921
H  -1.552  2.648  0.875
H  -1.168  0.429  1.969
H  -1.303  -2.255  1.218
H  -2.112  -1.441  -0.175
H  1.600  -0.491  1.241
O  3.148  -1.921  -0.745
H  2.648  -2.699  -0.327
H  3.000  -2.012  -1.691

Atomic forces in eV per Å
C -0.2 0.1 -0.1
O 0.2 0.5 0.2
C 0.5 -0.4 -0.1
C -0.2 0.0 0.3
C -0.2 0.1 -0.2
N 0.4 0.2 -0.4
C 0.4 0.1 0.2
C -1.3 -0.5 -0.3
O 0.5 -0.2 0.8
H -0.1 -0.3 0.0
H 0.1 0.1 0.2
H 0.1 0.0 -0.2
H 0.1 -0.1 -0.2
H 0.0 0.2 -0.2
H 0.2 0.0 0.1
H -0.4 0.0 -0.1
O -0.9 -1.6 1.1
H 1.0 1.8 -1.1
H -0.1 -0.1 0.0

Summary:
Highest occupied orbital energy in eV: -9.413
SMILES: CO[C@]12C(=O)N3C[C@H]1[C@@H]32.O
E_LUMO in eV: 0.8
DFT total energy in eV: -13996.7748

***

What HOMO-LUMO gap values result from the calculations? In sequence: 0.1905 0.3869 0.3745 Ha.
What ΔE to the lowest compared entry with this formula, charge and spin values result from the calculations? In sequence: 0.0 32.4 88.4 kcal per mole.